Here is a 8-piece molecular cluster, C24H24F8O24 overall from the OMol25 dataset. Energies are from ωB97M-V with the def2-TZVPD basis set.

The total energy comes out at -96143.044 eV. As for the HOMO energy (alpha / beta): -12.743 / -12.743 eV. Its relative energy (zero: lowest compared OMol25 entry of this formula, charge and spin) is 0.0 kJ/mol. As for the net charge: +1. As for the expectation value of S²: 0.76. Its spin multiplicity is 2. As for the lowest unoccupied orbital energy (alpha / beta): -2.81 / -9.84 eV. The gap between HOMO and LUMO (alpha / beta) comes out at 9.93 / 2.90 eV.

Last column: Mulliken spin population.
Geometry (Å):
C  5.1661  -18.0247  13.7193  0.008
C  4.1117  -17.0438  14.1449  0.001
O  3.1190  -17.3700  13.1479  0.016
C  3.3819  -18.5994  12.5561  -0.076
O  2.7419  -19.1807  11.6941  0.587
O  4.5070  -19.1517  13.1532  0.177
F  4.5767  -15.7952  14.0871  0.002
H  5.6370  -18.5006  14.5795  0.028
H  5.8737  -17.4374  13.1341  0.012
H  3.9069  -17.3272  15.1773  0.006
C  7.9819  -21.0212  14.5151  0.001
C  7.8492  -22.1666  13.5747  0.000
O  9.0779  -22.3216  12.9540  0.000
C  9.7602  -21.1613  13.1894  0.000
O  10.7487  -20.7496  12.6023  0.000
O  9.1948  -20.4558  14.1781  0.000
F  6.7940  -21.8215  12.8402  0.000
H  8.1864  -21.4089  15.5131  0.000
H  7.1328  -20.3400  14.5700  -0.001
H  7.4983  -23.0212  14.1531  0.000
C  10.4648  -17.1031  17.1806  0.000
C  10.3831  -17.9807  15.9647  0.000
O  8.9986  -17.9222  15.6096  0.000
C  8.3142  -17.3823  16.6126  0.000
O  7.1064  -17.2501  16.6141  0.001
O  9.1252  -16.8780  17.5040  0.000
F  10.8589  -19.2008  16.2504  0.000
H  11.0305  -16.2059  16.9294  0.000
H  10.9970  -17.4263  18.0752  0.000
H  11.0341  -17.5672  15.1944  0.000
C  -2.7216  -21.0671  13.9964  0.000
C  -2.9670  -20.5942  12.5937  0.001
O  -1.6602  -20.4413  12.0853  0.004
C  -0.7982  -20.5938  12.9863  -0.012
O  0.4235  -20.5810  12.8342  0.208
O  -1.3788  -20.8002  14.2053  0.014
F  -3.5328  -19.3898  12.5689  0.000
H  -2.6853  -22.1519  14.0968  0.000
H  -3.5054  -20.6721  14.6427  0.002
H  -3.5996  -21.1044  11.8673  0.001
C  0.6631  -22.5578  9.5590  0.002
C  1.7691  -21.6809  9.2288  0.005
O  1.3778  -21.1154  7.9973  0.000
C  0.4927  -21.9338  7.3935  0.000
O  0.1203  -21.7991  6.2538  0.001
O  0.0170  -22.7193  8.3237  0.000
F  2.9099  -22.4529  9.1286  0.000
H  -0.0493  -22.0297  10.1928  -0.002
H  0.8571  -23.4411  10.1674  0.000
H  1.8735  -20.8906  9.9722  -0.004
C  6.1243  -14.0273  16.5282  0.000
C  4.9590  -14.3712  17.5073  0.000
O  4.1791  -13.2266  17.2204  0.000
C  4.3758  -12.6806  15.9851  0.000
O  3.5747  -11.9000  15.5427  0.000
O  5.4521  -13.1921  15.5062  0.000
F  5.3756  -14.2514  18.7583  0.000
H  6.4300  -15.0050  16.1556  0.000
H  7.0450  -13.6249  16.9508  0.000
H  4.3543  -15.2458  17.2673  0.000
C  -0.2618  -17.4221  18.6963  0.000
C  -1.2899  -18.2188  17.9365  0.000
O  -0.5660  -18.7507  16.7485  0.001
C  0.5416  -18.0897  16.6427  0.000
O  1.3311  -18.1646  15.6857  0.012
O  0.7688  -17.3120  17.6333  0.000
F  -2.3067  -17.3599  17.6883  0.000
H  0.2533  -18.0626  19.4123  0.000
H  -0.5310  -16.5028  19.2163  0.000
H  -1.6648  -19.1509  18.3594  0.000
C  5.0353  -15.2897  8.6899  0.000
C  5.1242  -14.6785  10.0178  0.000
O  6.2414  -15.2898  10.6410  0.000
C  6.1234  -16.6215  10.2260  0.000
O  6.7073  -17.6518  10.5724  0.002
O  5.3369  -16.5455  9.1118  0.000
F  4.0223  -14.9228  10.8059  0.000
H  5.9136  -15.0783  8.0801  0.000
H  4.0172  -15.3296  8.3027  0.000
H  5.3110  -13.6169  9.8559  0.000

Here is a 6-piece molecular cluster, C24H63N3O9 overall from the OMol25 dataset. Energies are from ωB97M-V with the def2-TZVPD basis set.

The total energy comes out at -48798.750 eV. As for the HOMO energy: -8.660 eV. Its relative energy (zero: lowest compared OMol25 entry of this formula, charge and spin) is 420.4 kJ/mol. Its spin multiplicity is 1. As for the lowest unoccupied orbital energy: 0.39 eV. The gap between HOMO and LUMO comes out at 9.05 eV.

Last column: Mulliken charge in e.
Geometry (Å):
C  2.5825  -4.5497  4.5393  -0.732
O  3.6345  -5.3133  3.8638  -0.363
C  4.0849  -4.6825  2.6909  -0.444
C  4.6773  -5.7199  1.5939  -0.512
N  3.6504  -6.1140  0.5360  -0.351
C  3.6229  -5.2055  -0.6507  -0.424
C  2.9113  -5.8772  -1.8309  -0.695
O  3.1443  -5.0402  -3.0318  -0.224
C  2.6142  -5.5638  -4.2261  -0.842
H  2.5207  -4.9289  5.5593  0.260
H  1.6185  -4.8134  4.1043  0.298
H  2.6393  -3.4612  4.5502  0.315
H  4.8873  -4.0232  3.0217  0.348
H  3.4346  -3.9739  2.1780  0.303
H  5.0110  -6.5572  2.2068  0.394
H  5.5353  -5.2722  1.0925  0.324
H  3.7812  -7.0508  0.1819  0.259
H  4.5853  -4.8874  -1.0516  0.273
H  2.9541  -4.3702  -0.4430  0.150
H  1.8355  -6.0511  -1.8127  0.365
H  3.3193  -6.8820  -1.9407  0.376
H  2.8982  -5.0226  -5.1286  0.253
H  1.5272  -5.6313  -4.1803  0.325
H  3.0429  -6.5517  -4.3943  0.344
C  3.6707  7.1364  4.2043  -0.742
O  4.3284  6.0129  3.6325  -0.356
C  4.7700  4.9959  4.6137  -0.490
C  5.1437  3.5815  4.0380  -0.700
N  4.5379  3.2714  2.7001  -0.369
C  3.1862  2.7825  2.7993  -0.309
C  2.6644  2.2800  1.4656  -0.731
O  1.3239  1.8917  1.2454  -0.343
C  1.0501  0.5476  1.6182  -0.736
H  3.5097  7.9001  3.4434  0.249
H  4.2799  7.5587  5.0035  0.302
H  2.6756  6.9102  4.5875  0.304
H  3.9572  4.8466  5.3244  0.352
H  5.5908  5.3385  5.2439  0.466
H  4.9692  2.7874  4.7640  0.343
H  6.2178  3.5392  3.8574  0.328
H  4.4814  4.1134  2.1453  0.321
H  2.4905  3.5112  3.2153  0.209
H  3.2212  1.9218  3.4672  0.305
H  3.4162  1.6086  1.0507  0.456
H  2.7695  3.1260  0.7863  0.276
H  0.7482  0.5954  2.6644  0.279
H  1.9843  0.0010  1.4888  0.319
H  0.2112  0.0790  1.1036  0.260
C  -6.1332  -0.5749  -2.5715  -0.770
O  -7.2910  -0.7038  -1.8272  -0.300
C  -8.3775  -1.3069  -2.6298  -0.696
C  -9.6692  -1.2412  -1.7495  -0.723
N  -10.2081  0.0863  -1.7762  -0.329
C  -11.3414  0.2246  -0.9797  -0.744
C  -11.5653  1.7370  -0.5497  -0.595
O  -10.5744  2.1575  0.3393  -0.295
C  -10.8310  3.4155  1.0348  -0.708
H  -5.6656  -1.4436  -3.0349  0.272
H  -5.4989  -0.0124  -1.8864  0.254
H  -6.4322  0.1646  -3.3144  0.343
H  -8.1755  -2.3540  -2.8551  0.452
H  -8.6135  -0.8841  -3.6064  0.375
H  -9.2958  -1.6175  -0.7971  0.352
H  -10.4412  -1.9193  -2.1133  0.445
H  -9.4412  0.6509  -1.4397  0.274
H  -11.3891  -0.4939  -0.1614  0.385
H  -12.0975  -0.1416  -1.6741  0.348
H  -12.5165  1.8209  -0.0240  0.476
H  -11.6993  2.4218  -1.3871  0.359
H  -11.0441  4.2498  0.3665  0.289
H  -9.9945  3.7079  1.6696  0.239
H  -11.6838  3.1952  1.6770  0.297
C  2.5751  -0.8904  -3.4598  -0.958
C  1.0858  -1.2796  -3.6598  -0.161
O  0.2771  -0.1323  -3.4295  -0.511
H  2.8575  -0.7397  -2.4178  0.253
H  2.8792  0.0192  -3.9776  0.333
H  3.2783  -1.6391  -3.8246  0.294
H  0.8149  -2.0613  -2.9502  0.193
H  0.8446  -1.4795  -4.7038  0.273
H  0.3845  0.0780  -2.4990  0.284
C  8.5052  -0.8305  -2.5824  -1.011
C  9.5580  0.1050  -3.1299  -0.163
O  10.1254  0.9726  -2.1544  -0.526
H  7.8841  -0.3879  -1.8037  0.306
H  8.9147  -1.7393  -2.1414  0.258
H  7.7474  -1.1779  -3.2847  0.325
H  9.0977  0.6944  -3.9228  0.243
H  10.4440  -0.3426  -3.5802  0.264
H  10.5872  1.6404  -2.6667  0.303
C  -3.3051  4.4709  -0.5474  -1.087
C  -2.9392  4.2074  0.8910  -0.067
O  -3.9044  4.9028  1.6403  -0.527
H  -2.4849  4.0276  -1.1122  0.293
H  -3.4863  5.5066  -0.8349  0.335
H  -4.2814  4.0290  -0.7464  0.281
H  -1.9983  4.7315  1.0591  0.191
H  -2.9410  3.1206  0.9732  0.279
H  -4.2507  4.2619  2.2655  0.304

Here is a 2-piece molecular cluster, C3H4O3S overall from the OMol25 dataset. Energies are from ωB97M-V with the def2-TZVPD basis set.

The total energy comes out at -20148.339 eV. As for the HOMO energy: -9.969 eV. Its relative energy (zero: lowest compared OMol25 entry of this formula, charge and spin) is 582.3 kJ/mol. Its spin multiplicity is 1. As for the lowest unoccupied orbital energy: 0.58 eV. The gap between HOMO and LUMO comes out at 10.55 eV.

Last column: Mulliken charge in e.
Geometry (Å):
C  -0.3355  2.7377  -0.2129  0.217
C  -0.4911  1.5940  0.1138  -0.605
C  2.1644  -2.0868  -0.5870  -0.079
O  -2.6709  0.4433  0.9664  -0.514
O  -1.0794  -0.9263  -0.2900  -0.440
O  1.5676  -1.4189  0.2097  -0.368
S  -1.0822  -0.0188  0.7971  0.642
H  0.2166  3.6335  -0.4025  0.371
H  -3.1371  1.2002  1.4222  0.345
H  2.9719  -2.7790  -0.3931  0.225
H  1.8759  -2.3790  -1.6238  0.205

Here is C17H30IN3O5PSn as an isolated structure from the OMol25 dataset. Energies are from ωB97M-V with the def2-TZVPD basis set.

The total energy comes out at -56022.031 eV. As for the HOMO energy: -18.755 eV. As for the net charge: +3. Its spin multiplicity is 1. As for the lowest unoccupied orbital energy: -10.01 eV. The gap between HOMO and LUMO comes out at 8.74 eV.

Last column: Mulliken charge in e.
Geometry (Å):
Sn  0.0943  -0.4688  -1.9659  0.980
C  3.2526  -2.3408  -1.9170  -1.307
C  2.8831  -1.5710  -0.7033  0.110
N  1.9452  -0.6262  -0.6096  -0.039
C  1.9843  -0.1558  0.6989  0.151
C  2.9646  -0.8228  1.3845  0.066
N  3.5038  -1.6890  0.4768  -0.002
C  3.6257  -0.8354  2.7535  0.524
O  3.1069  -0.1110  3.7184  -0.475
O  4.5885  -1.5334  2.8613  -0.501
C  1.2466  1.0145  1.1711  0.734
O  1.1604  1.3527  2.3149  -0.749
O  0.6602  1.7139  0.1390  -0.121
H  2.5737  -2.1324  -2.7449  0.271
H  3.2553  -3.4131  -1.7176  0.421
H  4.2571  -2.0622  -2.2414  0.358
H  4.2846  -2.2944  0.7265  0.298
H  2.3315  0.4034  3.4324  0.453
C  -2.2740  3.1341  -0.1701  -1.625
C  -1.1886  3.7453  0.7216  0.462
C  -1.3686  3.3491  2.1930  -1.563
P  0.4731  3.3788  0.1211  0.026
C  0.5887  3.6898  -1.6571  0.588
C  1.8051  3.0638  -2.3430  -1.323
C  0.4833  5.1939  -1.9633  -1.654
C  1.7389  4.1257  1.1764  0.684
C  1.4533  5.6262  1.3759  -1.469
C  3.1664  3.8840  0.6772  -1.555
H  -3.2380  3.2902  0.3132  0.490
H  -2.1334  2.0556  -0.2875  0.270
H  -2.3279  3.5987  -1.1536  0.344
H  -1.2422  4.8376  0.6430  0.625
H  -1.4331  2.2661  2.3025  0.313
H  -2.3015  3.7817  2.5516  0.542
H  -0.5705  3.7106  2.8392  0.400
H  -0.3207  3.2032  -2.0339  0.446
H  2.7353  3.5344  -2.0334  0.291
H  1.7094  3.2143  -3.4183  0.465
H  1.8982  1.9908  -2.1559  0.152
H  1.4342  5.6926  -1.7799  0.392
H  -0.2930  5.7044  -1.3926  0.415
H  0.2438  5.3153  -3.0187  0.451
H  1.6016  3.6269  2.1382  0.649
H  1.5677  6.1942  0.4548  0.322
H  2.1872  6.0033  2.0876  0.479
H  0.4683  5.8208  1.7971  0.385
H  3.3898  4.4915  -0.1985  0.357
H  3.3749  2.8382  0.4386  0.255
H  3.8569  4.1841  1.4646  0.506
N  -3.9178  -1.2244  -0.2915  -0.282
C  -2.7054  -1.5216  -0.6856  0.732
O  -1.8818  -0.6087  -0.9743  -0.475
C  -2.3824  -2.9951  -0.7792  -1.028
I  -0.3962  -3.4047  -1.3986  0.252
H  -4.2091  -0.2573  -0.2335  0.264
H  -4.6022  -1.9353  -0.0703  0.247
H  -3.0391  -3.4895  -1.4941  0.502
H  -2.4947  -3.4647  0.1975  0.498

> Look up the spin multiplicity of the fourth one.

1